(1)
This record from the Open Molecules 2025 dataset describes one molecule with the formula C3H4FN3 in a non-equilibrium geometry. The level of theory is ωB97M-V with the def2-TZVPD basis set.

E_HOMO = -9.021 eV
LUMO level = 0.8 eV
maximum force = 6.92 eV/A
frontier orbital gap = 9.8 eV
E = -10361.1648 eV
energy above the lowest of the compared OMol25 structures with the same formula, charge and spin = 246.63 kJ/mol

```
11
Properties=species:S:1:pos:R:3:mulliken_charge:R:1
C 1.77009 0.83160 0.13982 -0.07
C 0.79929 -0.90804 -0.59970 0.49
C -1.63857 0.04358 0.18483 -0.67
N 1.95048 -0.31177 -0.55317 -0.50
N 0.55091 1.08106 0.51886 -0.82
N -0.22828 0.10992 0.16677 0.60
F 0.36779 -2.03030 -1.09387 -0.22
H 2.68918 1.22705 0.44943 0.41
H -2.23325 1.07457 0.01310 0.26
H -2.06470 -0.84507 -0.48170 0.25
H -1.96294 -0.27260 1.25562 0.27
```

(2)
This record from the Open Molecules 2025 dataset describes CH5BrN2P as an isolated structure in a non-equilibrium geometry. The level of theory is ωB97M-V with the def2-TZVPD basis set.

E_HOMO = -13.714 eV
LUMO level = -5.1 eV
maximum force = 4.33 eV/A
frontier orbital gap = 8.6 eV
E = -83420.8186 eV
net charge = +1
energy above the lowest of the compared OMol25 structures with the same formula, charge and spin = 207.24 kJ/mol

```
10
Properties=species:S:1:pos:R:3:mulliken_charge:R:1
C -0.95497 -0.30645 -0.07278 0.57
N 0.11118 -0.37034 1.43274 -0.51
N -0.90709 0.94326 -0.60823 -0.44
P -2.27404 -1.27816 -0.17759 0.01
Br -3.23042 -0.53251 -2.02483 -0.09
H -0.09946 0.60115 1.50083 0.33
H 0.06362 -1.00902 2.21045 0.34
H -0.16445 1.39908 -1.10772 0.20
H -1.78599 1.38103 -0.85665 0.23
H 1.15433 -0.52500 1.15059 0.36
```

> What is the formula in the first record?

C3H4FN3